87
Properties=species:S:1:pos:R:3:lowdin_charge:R:1 method="wB97M-V/def2-TZVPD" homo_ev=-6.2 orbital_gap_ev=5.614 lumo_energy_ev=-0.544
Ti -0.121 -0.259 -0.034 1.0836
O -0.017 1.479 -0.443 -0.1463
C -0.803 2.529 -0.393 -0.3129
C -0.285 3.809 -0.577 0.0088
C -1.111 4.904 -0.454 -0.0529
C -2.473 4.753 -0.161 -0.0834
C -2.994 3.488 -0.027 -0.0411
C -2.180 2.359 -0.163 -0.1421
C -2.779 1.040 -0.135 -0.0435
N -2.161 -0.062 -0.308 -0.0452
C -2.964 -1.298 -0.449 -0.1374
C -2.015 -2.482 -0.671 -0.1576
N -0.863 -2.214 0.179 -0.0607
C -0.323 -3.070 0.947 -0.0380
C 0.652 -2.677 1.962 -0.1417
C 1.476 -3.628 2.565 -0.0403
C 2.356 -3.271 3.563 -0.0869
C 2.389 -1.941 3.991 -0.0660
C 1.566 -0.991 3.426 -0.0058
C 0.699 -1.330 2.385 -0.3224
O -0.094 -0.412 1.835 -0.1725
H 0.771 3.905 -0.798 0.1292
H -0.700 5.897 -0.587 0.1086
H -3.110 5.621 -0.058 0.1003
H -4.051 3.352 0.178 0.1139
H -3.865 1.009 -0.015 0.1442
H -3.647 -1.203 -1.291 0.1272
H -3.550 -1.457 0.459 0.1262
H -1.686 -2.501 -1.709 0.1094
H -2.504 -3.423 -0.420 0.1249
H -0.624 -4.117 0.892 0.1451
H 1.424 -4.655 2.221 0.1154
H 3.004 -4.009 4.015 0.1003
H 3.069 -1.648 4.782 0.1081
H 1.581 0.040 3.761 0.1170
C 4.306 2.496 -0.394 -0.1179
N 3.654 1.336 0.186 -0.2887
C 4.273 0.855 1.414 -0.1234
P 2.863 0.237 -0.809 0.3560
O 1.848 -0.499 0.122 -0.3675
O 2.395 1.008 -1.973 -0.3373
P 0.979 -1.158 -3.143 0.9141
O 0.048 -0.964 -1.841 -0.5374
N 0.629 -2.886 -3.424 -0.3978
C 0.759 -3.421 -4.755 -0.1748
C 1.269 -3.717 -2.424 -0.1759
N 0.023 -0.424 -4.383 -0.3872
C -1.024 0.527 -4.066 -0.1301
C 0.719 -0.144 -5.616 -0.1737
N 3.884 -0.986 -1.312 -0.2962
C 4.317 -2.002 -0.363 -0.1203
C 4.925 -0.597 -2.245 -0.1215
H 4.261 3.332 0.311 0.0588
H 3.788 2.771 -1.308 0.0703
H 5.362 2.306 -0.627 0.0785
H 4.271 1.646 2.170 0.0123
H 5.316 0.546 1.261 0.0795
H 3.709 0.008 1.804 0.0628
H 0.175 -2.823 -5.455 0.0572
H 0.371 -4.445 -4.784 0.0747
H 1.808 -3.457 -5.107 0.0753
H 1.332 -3.178 -1.476 0.0463
H 2.294 -4.012 -2.711 0.0756
H 0.692 -4.638 -2.261 0.0759
H -1.361 0.372 -3.042 0.0478
H -1.886 0.404 -4.734 0.0769
H -0.664 1.561 -4.158 0.0821
H 1.710 -0.608 -5.595 0.0601
H 0.859 0.936 -5.761 0.0758
H 0.175 -0.535 -6.484 0.0737
H 3.507 -2.241 0.326 0.0654
H 5.198 -1.697 0.220 0.0737
H 4.586 -2.913 -0.908 0.0796
H 4.553 0.198 -2.888 0.0749
H 5.191 -1.454 -2.870 0.0799
H 5.838 -0.254 -1.735 0.0789
I 3.389 4.137 3.663 0.9120
C 1.432 3.419 3.595 -0.7020
C 0.560 3.683 4.637 -0.1453
C -0.743 3.226 4.530 -0.0592
C -1.114 2.548 3.379 -0.1239
N -0.273 2.289 2.384 0.0784
C 0.988 2.709 2.487 -0.1907
H 0.887 4.233 5.509 0.0950
H -1.460 3.412 5.318 0.1042
H -2.131 2.192 3.246 0.1108
H 1.652 2.465 1.658 0.0987



80
Properties=species:S:1:pos:R:3:lowdin_spin:R:1 method="wB97M-V/def2-TZVPD" homo_ev="-13.9 / -13.2" total_charge=+2 spin_multiplicity=3 orbital_gap_ev="7.718 / 6.725" lumo_energy_ev="-6.206 / -6.520"
Mo 0.211 0.157 0.140 1.9285
C -2.053 -1.752 1.354 0.0049
N -0.861 -1.909 0.474 0.0125
C -1.193 -2.531 -0.830 0.0049
C -1.457 -1.431 -1.801 0.0138
N -0.915 -0.244 -1.619 0.0113
C -1.286 0.540 -2.736 0.0050
C -1.004 1.857 -3.088 0.0010
C -1.519 2.320 -4.282 0.0004
C -2.301 1.503 -5.116 0.0001
C -2.590 0.199 -4.777 0.0005
C -2.064 -0.254 -3.573 0.0004
N -2.150 -1.496 -2.938 0.0083
C -2.204 -0.345 1.812 0.0151
N -1.505 0.667 1.337 0.0095
C -2.014 1.828 1.978 0.0032
C -1.717 3.183 1.845 0.0027
C -2.423 4.072 2.628 0.0001
C -3.413 3.647 3.526 0.0015
C -3.734 2.312 3.649 0.0003
C -3.015 1.431 2.854 0.0016
N -3.100 0.044 2.721 0.0059
H -1.982 -2.422 2.210 0.0003
H -2.951 -2.031 0.806 0.0003
H -0.204 -2.500 0.965 0.0038
H -2.034 -3.215 -0.748 0.0001
H -0.338 -3.109 -1.171 0.0005
H -0.412 2.503 -2.458 0.0002
H -1.318 3.341 -4.584 0.0000
H -2.685 1.907 -6.044 0.0000
H -3.192 -0.436 -5.415 0.0000
H -2.648 -2.302 -3.281 0.0003
H -0.985 3.546 1.142 0.0010
H -2.209 5.131 2.542 0.0000
H -3.942 4.380 4.120 0.0001
H -4.511 1.971 4.324 0.0000
H -3.745 -0.556 3.208 0.0002
C 5.560 -0.104 1.470 -0.0040
C 4.270 0.623 1.015 -0.0075
C 4.027 1.803 1.977 0.0011
C 4.499 1.216 -0.383 0.0000
Si 2.957 -0.754 1.070 -0.0739
C 2.998 -1.855 -0.521 -0.0102
C 2.308 -0.992 -1.587 -0.0080
C 2.203 -3.159 -0.366 0.0020
C 4.396 -2.265 -1.017 -0.0030
C 2.801 -1.699 2.723 -0.0114
C 3.069 -0.788 3.936 -0.0001
C 1.423 -2.349 2.911 -0.0004
C 3.894 -2.796 2.727 -0.0040
H 6.390 0.604 1.367 -0.0010
H 5.805 -0.981 0.867 -0.0002
H 5.521 -0.405 2.519 0.0000
H 4.969 2.356 2.076 0.0002
H 3.715 1.502 2.976 0.0002
H 3.293 2.508 1.587 0.0003
H 5.228 2.029 -0.286 0.0000
H 3.596 1.645 -0.811 0.0005
H 4.921 0.502 -1.091 0.0000
H 1.458 -0.432 -1.168 0.0047
H 1.884 -1.582 -2.406 -0.0006
H 2.950 -0.215 -1.999 0.0010
H 1.207 -3.003 0.034 0.0015
H 2.704 -3.870 0.284 0.0001
H 2.105 -3.642 -1.348 0.0000
H 5.036 -1.423 -1.269 0.0000
H 4.294 -2.879 -1.922 -0.0011
H 4.913 -2.877 -0.273 -0.0001
H 2.341 0.016 4.028 0.0002
H 4.072 -0.358 3.915 0.0000
H 3.010 -1.404 4.842 -0.0003
H 0.615 -1.612 2.851 0.0009
H 1.380 -2.806 3.906 0.0001
H 1.258 -3.159 2.188 -0.0001
H 4.888 -2.411 2.481 -0.0002
H 3.673 -3.624 2.056 0.0000
H 3.957 -3.213 3.739 -0.0011
S 1.074 2.529 -0.122 0.0432
C 1.168 1.811 1.358 -0.0009
N 1.185 1.048 2.258 0.0337



87
Properties=species:S:1:pos:R:3:lowdin_charge:R:1 method="wB97M-V/def2-TZVPD" homo_ev=-9.6 orbital_gap_ev=10.008 lumo_energy_ev=0.394 smiles="O=C1OCCO1.O=C1OCCO1.O=C1OCCO1.O=C1OCCO1.c1ccncc1.CCCC#N.CCCC#N.CCCC#N"
N -22.785 -3.578 -18.473 0.0446
C -22.520 -3.090 -19.740 -0.1377
C -21.786 -1.923 -19.922 -0.0784
C -21.474 -1.131 -18.773 -0.0537
C -21.824 -1.624 -17.485 -0.0864
C -22.440 -2.841 -17.378 -0.1619
H -22.695 -3.739 -20.586 0.0936
H -21.522 -1.593 -20.916 0.0903
H -20.944 -0.192 -18.837 0.0940
H -21.561 -1.036 -16.618 0.0970
H -22.793 -3.163 -16.410 0.0986
C -4.189 9.138 -15.087 -0.1623
C -3.237 8.442 -16.012 -0.1201
O -3.962 8.324 -17.212 0.0996
C -5.224 8.572 -16.936 -0.5697
O -6.142 8.579 -17.762 0.1158
O -5.385 8.923 -15.672 0.0807
H -4.030 10.216 -15.060 0.1430
H -4.312 8.624 -14.133 0.1444
H -2.888 7.463 -15.683 0.1347
H -2.345 9.040 -16.201 0.1340
C -22.594 6.070 -18.409 -0.1099
C -21.765 7.306 -18.759 -0.1262
O -20.630 7.093 -17.956 0.0413
C -20.862 6.211 -16.934 -0.5165
O -20.079 6.008 -16.029 0.1443
O -22.032 5.571 -17.189 0.0508
H -22.472 5.229 -19.091 0.1281
H -23.671 6.187 -18.284 0.1291
H -22.216 8.254 -18.466 0.1276
H -21.538 7.402 -19.821 0.1311
C -13.775 -0.965 -14.919 -0.1321
C -14.642 -0.003 -15.683 -0.1217
O -15.343 0.694 -14.652 0.0351
C -14.945 0.256 -13.378 -0.5212
O -15.345 0.681 -12.308 0.1395
O -14.132 -0.742 -13.587 0.0729
H -12.700 -0.808 -15.009 0.1327
H -13.991 -2.008 -15.146 0.1325
H -15.366 -0.505 -16.325 0.1324
H -13.990 0.690 -16.214 0.1298
C -18.617 4.657 -26.551 -0.1348
C -18.059 5.070 -27.902 -0.1153
O -19.033 5.957 -28.366 0.0966
C -19.794 6.335 -27.403 -0.6075
O -20.789 7.032 -27.525 0.1329
O -19.401 5.766 -26.265 0.0810
H -17.764 4.658 -25.873 0.1346
H -19.104 3.682 -26.562 0.1366
H -17.947 4.245 -28.605 0.1381
H -17.158 5.672 -27.790 0.1377
C -11.713 13.550 -25.127 -0.1227
C -11.226 13.164 -26.476 -0.2937
C -12.129 12.286 -27.333 -0.1884
C -12.502 11.004 -26.677 -0.2143
N -12.839 10.041 -26.140 0.1356
H -12.659 14.092 -25.127 0.0807
H -11.005 14.097 -24.504 0.0786
H -11.907 12.614 -24.604 0.0692
H -10.300 12.596 -26.381 0.1142
H -11.045 14.103 -26.998 0.1105
H -11.581 12.150 -28.265 0.1135
H -12.996 12.874 -27.635 0.1170
C -13.082 6.345 -19.110 -0.0957
C -13.556 7.021 -20.438 -0.2550
C -15.037 6.866 -20.729 -0.2058
C -15.506 5.499 -20.498 -0.2351
N -15.915 4.434 -20.255 0.1366
H -13.853 6.479 -18.351 0.0746
H -12.182 6.831 -18.733 0.0643
H -12.805 5.299 -19.244 0.0700
H -13.036 6.643 -21.319 0.1042
H -13.278 8.075 -20.424 0.1038
H -15.185 7.083 -21.787 0.1162
H -15.597 7.556 -20.097 0.1222
C -11.983 6.918 -12.112 -0.1254
C -11.174 6.508 -10.899 -0.2561
C -11.894 5.396 -10.041 -0.1580
C -13.068 5.951 -9.354 -0.2611
N -13.907 6.401 -8.780 0.1507
H -12.180 5.985 -12.640 0.0726
H -11.442 7.656 -12.704 0.0769
H -12.977 7.278 -11.846 0.0736
H -10.954 7.462 -10.420 0.1043
H -10.202 6.199 -11.284 0.0996
H -11.329 4.968 -9.213 0.1084
H -12.090 4.491 -10.617 0.1145